Record 1
Entry from the Open Molecules 2025 dataset: C2H7N3S in the gas phase in a non-equilibrium geometry (ωB97M-V/def2-TZVPD).

Structure (XYZ):
```
13
Properties=species:S:1:pos:R:3:forces:R:3
C 1.084645 -0.949572 0.376856 0.776 -0.215 1.010
N 0.898188 -0.277162 -0.871816 0.004 0.277 -1.008
N 0.710595 1.103218 -0.795706 -0.927 0.526 0.696
C -0.315004 1.506605 -0.129838 0.055 -1.026 -0.413
N -1.315941 0.672368 0.441574 -0.294 0.443 0.114
S -2.225832 -0.399973 -0.565165 0.357 0.309 0.320
H 1.479038 -1.940709 0.140099 -0.073 0.024 0.151
H 0.157063 -1.056343 0.948505 0.254 0.058 -0.088
H 1.846535 -0.416360 1.003226 -0.589 -0.387 -0.165
H 1.718835 -0.436578 -1.451272 -0.320 0.280 0.127
H -0.506631 2.566159 0.011478 0.413 0.021 -0.170
H -1.926182 1.169138 1.098317 0.402 -0.360 -0.518
H -1.605308 -1.540787 -0.206262 -0.057 0.049 -0.056
```
Positions in Å, forces in eV/Å.

Results
LUMO level: 0.81 eV
SMILES string: CN/N=C\NS
Energy above the lowest of the compared OMol25 structures with the same formula, charge and spin: 1.855 eV
HOMO-LUMO gap: 9.0 eV
2S+1: 1
Total energy: -642.78448 Ha

Results of the natural (NBO) charge analysis, in e, for atoms 1 through 8:
1 C -0.435
2 N -0.470
3 N -0.276
4 C 0.187
5 N -0.807
6 S 0.185
7 H 0.203
8 H 0.201


Record 2
Entry from the Open Molecules 2025 dataset: C2H7N3S in the gas phase in a non-equilibrium geometry (ωB97M-V/def2-TZVPD).

Structure (XYZ):
```
13
Properties=species:S:1:pos:R:3:forces:R:3
C 2.173483 -0.724046 0.078071 -0.371 -0.145 0.742
N 1.239634 0.306005 -0.371888 0.626 0.589 -0.258
N -0.099990 -0.069740 -0.183794 -2.060 0.992 0.728
C -0.902174 0.943977 -0.019415 2.193 -1.110 -0.409
N -2.250449 0.780236 0.000459 -1.084 0.497 0.631
S -2.963987 -0.733315 -0.231085 -0.048 -0.313 0.293
H 1.995691 -0.884234 1.157343 0.047 0.006 -0.478
H 3.197398 -0.346798 -0.002961 -0.200 -0.065 -0.242
H 2.063320 -1.697264 -0.427618 0.040 0.256 0.019
H 1.303629 0.404151 -1.374928 0.462 0.097 -0.163
H -0.545687 1.985902 0.061868 -0.055 -0.457 -0.001
H -2.801580 1.483358 0.517094 0.586 -0.749 -0.522
H -2.409285 -1.448226 0.796852 -0.137 0.401 -0.339
```
Positions in Å, forces in eV/Å.

Results
LUMO level: 0.83 eV
SMILES string: CN/N=C/NS
Energy above the lowest of the compared OMol25 structures with the same formula, charge and spin: 1.736 eV
HOMO-LUMO gap: 9.0 eV
2S+1: 1
Total energy: -642.78885 Ha

Results of the natural (NBO) charge analysis, in e, for atoms 1 through 8:
1 C -0.418
2 N -0.494
3 N -0.372
4 C 0.238
5 N -0.756
6 S 0.197
7 H 0.197
8 H 0.202


Record 3
Entry from the Open Molecules 2025 dataset: a molecular structure, C2H7N4O2 in a non-equilibrium geometry (ωB97M-V/def2-TZVPD).

Structure (XYZ):
```
15
Properties=species:S:1:pos:R:3:forces:R:3
C -0.733630 1.497524 -0.611843 -0.416 2.213 1.236
C -0.197685 -1.168811 -0.590589 -0.845 -2.436 0.651
N 0.446405 1.543791 -0.093737 -0.285 -0.744 -1.550
N 0.983775 -0.763572 -1.134641 -2.182 -0.224 -2.447
N -0.547899 -1.194121 0.686790 0.376 0.258 -0.285
N 0.182164 -0.547899 1.655040 1.262 0.827 2.520
O 1.002987 2.147401 0.728463 0.568 0.517 0.822
O 1.574121 0.327959 -0.622425 -0.494 0.669 0.378
H -1.410001 2.262893 -0.139847 0.732 -0.967 -0.439
H -1.043744 1.127160 -1.554922 0.454 -0.813 -0.546
H -0.880673 -1.835247 -1.188462 1.058 0.947 0.293
H -1.406723 -1.721097 0.930592 0.912 0.645 -0.005
H -0.122162 -0.362154 2.703365 0.284 -1.065 -3.481
H 1.218173 -0.469254 1.459223 -1.905 -0.343 0.348
H 0.934892 -0.844573 -2.227005 0.481 0.514 2.504
```
Positions in Å, forces in eV/Å.

Results
LUMO level (alpha / beta): -4.69 / -4.69 eV
Energy above the lowest of the compared OMol25 structures with the same formula, charge and spin: 7.583 eV
HOMO-LUMO gap (alpha / beta): 8.8 / 8.8 eV
2S+1: 1
Total energy: -449.38778 Ha
Total charge: +1

Results of the natural (NBO) charge analysis, in e, for atoms 1 through 8:
1 C -0.314
2 C 0.259
3 N 0.375
4 N -0.262
5 N -0.305
6 N -0.689
7 O -0.236
8 O -0.336


Record 4
Entry from the Open Molecules 2025 dataset: 2 unconnected molecules or ions with the total composition C2H7N4OS in a non-equilibrium geometry (ωB97M-V/def2-TZVPD).

Structure (XYZ):
```
15
Properties=species:S:1:pos:R:3:forces:R:3
C -0.821200 -0.233030 0.851285 1.962 1.984 -1.795
C -2.422842 -1.131754 -0.105352 1.742 0.366 -0.214
N -1.777797 -1.083780 1.032583 -1.150 -0.801 0.726
N -0.853450 0.273802 -0.393293 2.121 -0.480 1.889
N 0.036025 1.089068 -1.038527 1.930 2.057 2.223
N -1.786880 -0.373197 -1.070166 -1.390 -0.480 0.584
O -3.371104 -1.932412 -0.335190 -1.980 -1.180 -0.815
S 2.345340 -0.212342 0.622725 1.307 -0.595 -4.027
H 0.042451 0.004867 1.438839 -0.408 0.076 0.709
H 3.615895 -0.724824 0.411590 -1.022 0.495 0.190
H 0.193903 0.885512 -1.992848 0.166 -0.748 -0.908
H 0.965417 1.219867 -0.464323 -2.471 -0.499 -1.530
H -2.097376 0.143463 -1.863266 -1.025 -0.206 -0.820
H -3.505396 -2.495118 0.452030 -0.128 0.158 -0.234
H 2.411215 -0.261740 1.847768 0.345 -0.148 4.019
```
Positions in Å, forces in eV/Å.

Results
LUMO level: -3.64 eV
Energy above the lowest of the compared OMol25 structures with the same formula, charge and spin: 1.141 eV
HOMO-LUMO gap: 9.9 eV
2S+1: 1
Total energy: -772.52248 Ha
Total charge: +1

Results of the natural (NBO) charge analysis, in e, for atoms 1 through 8:
1 C 0.254
2 C 0.698
3 N -0.481
4 N 0.033
5 N -0.648
6 N -0.357
7 O -0.583
8 S -0.320


Record 5
Entry from the Open Molecules 2025 dataset: a gas-phase ion, C2H7N4S (charge +1) in a non-equilibrium geometry (ωB97M-V/def2-TZVPD).

Structure (XYZ):
```
14
Properties=species:S:1:pos:R:3:forces:R:3
N 0.667204 -1.532354 2.542002 0.358 -0.317 0.276
N 0.556065 -1.718991 1.278446 -0.881 -2.964 0.230
N 0.665843 -0.849674 0.464870 0.950 1.586 0.152
C 0.345809 -0.074177 -0.455890 -3.480 3.645 0.070
N 1.076980 0.310220 -1.460012 1.578 1.155 -1.626
C -1.135022 0.874411 -0.265958 2.388 -0.801 -1.138
S -1.220746 1.963253 -1.732710 -0.631 0.049 0.299
H 0.666016 -0.580935 2.964592 0.417 -1.137 -0.069
H 0.771636 -2.480739 2.947090 -0.270 1.571 0.745
H 0.899667 1.236224 -1.985216 -0.105 -2.005 1.283
H 1.971908 -0.143636 -1.610423 -0.139 0.134 -0.055
H -1.072165 1.589380 0.625602 -0.054 -1.485 -1.147
H -1.898340 0.093175 -0.258585 -0.149 0.535 0.371
H -1.518641 1.088268 -2.730971 0.019 0.032 0.607
```
Positions in Å, forces in eV/Å.

Results
LUMO level: -4.12 eV
SMILES string: N/N=N/C(=[NH2+])CS
Energy above the lowest of the compared OMol25 structures with the same formula, charge and spin: 2.483 eV
HOMO-LUMO gap: 9.2 eV
2S+1: 1
Total energy: -697.25475 Ha
Total charge: +1

Results of the natural (NBO) charge analysis, in e, for atoms 1 through 8:
1 N -0.519
2 N 0.147
3 N -0.232
4 C 0.486
5 N -0.761
6 C -0.559
7 S 0.030
8 H 0.411


Record 6
Entry from the Open Molecules 2025 dataset: 2 unconnected molecules or ions with the total composition C2H7N5 in a non-equilibrium geometry (ωB97M-V/def2-TZVPD).

Structure (XYZ):
```
14
Properties=species:S:1:pos:R:3:forces:R:3
C -1.837061 -0.902847 -0.380469 -1.230 -5.451 -1.261
C 0.172583 2.666963 0.872415 -1.154 -0.910 0.456
N -2.604623 0.139593 -0.348754 3.778 3.054 -0.150
N -3.730656 0.363038 -0.042222 -3.399 -0.523 0.246
N -4.777193 0.648500 0.172912 -0.612 0.308 0.321
N -0.631463 -0.893290 0.053821 0.923 0.238 -0.519
N 0.224365 -2.085191 -0.236326 -2.908 0.089 -1.477
H -2.382578 -1.862509 -0.837956 1.517 1.532 0.855
H 0.152972 3.385587 0.089781 0.199 0.780 -0.799
H -0.658436 1.897167 0.820894 1.190 0.605 0.413
H 0.938024 2.764634 1.651219 -0.206 -0.335 -0.039
H -0.263315 -3.002932 -0.553804 0.792 1.897 -0.485
H 0.480026 -2.354518 0.660399 1.538 -0.450 2.344
H 1.022945 -1.726838 -0.790786 -0.429 -0.832 0.096
```
Positions in Å, forces in eV/Å.

Results
LUMO level: -12.53 eV
Energy above the lowest of the compared OMol25 structures with the same formula, charge and spin: 3.815 eV
HOMO-LUMO gap: 5.6 eV
2S+1: 1
Total energy: -353.25177 Ha
Total charge: +2

Results of the natural (NBO) charge analysis, in e, for atoms 1 through 8:
1 C 0.296
2 C 0.305
3 N -0.394
4 N 0.277
5 N 0.169
6 N -0.353
7 N -0.545
8 H 0.198